(1)
This record from OMol25 describes a structure of composition C30H42ClIrN3P2S. The level of theory is the ωB97M-V functional and the def2-TZVPD basis.

```
! RIJCOSX wB97M-V def2-TZVPD def2/J DEFGRID3
* xyz 1 5
Ir 0.51599 -0.58795 -0.30054
C 4.55779 2.08222 1.00194
C 3.30168 1.75029 0.19871
C 2.33469 2.93791 0.23009
P 2.43673 0.24037 0.79097
C 3.70120 -0.98216 1.29472
C 4.59890 -1.33294 0.10653
C 3.03052 -2.22690 1.87058
C 1.54923 0.72779 2.29924
C 2.10045 0.78867 3.57161
C 1.28953 1.01239 4.67566
C -0.07964 1.15192 4.50159
C -0.64635 1.11058 3.23558
C 0.17004 0.92817 2.12426
N -0.31565 0.80010 0.79221
C -1.28246 1.68262 0.25971
C -1.84401 2.74200 0.97891
C -2.85364 3.50619 0.41753
C -3.31527 3.24874 -0.86623
C -2.69901 2.26133 -1.61928
C -1.66961 1.49450 -1.08833
P -0.60911 0.37177 -2.02616
C -1.56839 -0.67089 -3.21032
C -2.01580 0.01173 -4.50460
C -2.75728 -1.35949 -2.54456
C 0.53137 1.45993 -2.98719
C 1.47489 0.61439 -3.84492
C -0.08657 2.61279 -3.77953
H 5.01414 2.99103 0.60680
H 4.30759 2.27646 2.04739
H 5.30783 1.29338 0.96758
H 3.57008 1.53164 -0.84001
H 2.19404 3.28454 1.25555
H 2.74345 3.76563 -0.35014
H 1.34926 2.69457 -0.16946
H 4.30679 -0.50502 2.07332
H 4.02244 -1.83143 -0.67284
H 5.08014 -0.45849 -0.33296
H 5.38634 -2.01075 0.43751
H 2.43825 -2.72721 1.10175
H 3.79443 -2.92720 2.21124
H 2.38103 -1.99710 2.71658
H 3.16350 0.63643 3.71078
H 1.72040 1.04948 5.66655
H -0.72291 1.27938 5.36204
H -1.71901 1.18198 3.12748
H -1.49743 2.98188 1.97125
H -3.28162 4.31468 0.99496
H -4.11881 3.83550 -1.28871
H -3.00701 2.10710 -2.64513
H -0.83259 -1.44237 -3.46754
H -2.65057 0.88094 -4.32956
H -1.17672 0.32650 -5.11948
H -2.59952 -0.69957 -5.09075
H -3.51024 -0.63444 -2.22666
H -3.22753 -2.02968 -3.26502
H -2.45504 -1.94689 -1.68553
H 1.12339 1.90083 -2.18027
H 0.95023 0.17649 -4.69426
H 2.26679 1.24731 -4.24830
H 1.93431 -0.19719 -3.28153
H -0.57979 2.27179 -4.68679
H -0.80190 3.18726 -3.19237
H 0.70773 3.29693 -4.08334
Cl 1.49014 -2.28238 -1.59793
N -4.96555 -4.34058 2.84535
C -3.72472 -4.71058 2.40311
S -3.23456 -6.33296 2.77375
C -2.87681 -3.82625 1.71381
C -1.66154 -4.25347 1.12561
C -0.86574 -3.36005 0.45888
N -1.17385 -2.05496 0.31839
C -2.31642 -1.62958 0.88893
C -3.17741 -2.44638 1.57137
H -5.54713 -5.02618 3.29851
H -5.47648 -3.67270 2.28802
H -1.35050 -5.28913 1.15885
H 0.05216 -3.68161 -0.01401
H -2.54594 -0.57666 0.77859
H -4.05734 -1.99704 2.01043
*
```

Orbital gap (spin up / spin down) ... 7.30 / 5.45 eV
E_tot ... -2977.8692 Eh
F_max ... 0.0123 Eh/bohr
LUMO level (spin up / spin down) ... -1.77 / -5.10 eV
Expectation value of S² ... 6.042
HOMO (spin up / spin down) ... -9.07 / -10.55 eV
Energy above the lowest of the compared OMol25 structures with the same formula, charge and spin ... 0.773 eV

---

(2)
This record from OMol25 describes a cluster of 13 separate species, C54H98N2O25 in total. The level of theory is the ωB97M-V functional and the def2-TZVPD basis.

```
! RIJCOSX wB97M-V def2-TZVPD def2/J DEFGRID3
* xyz 0 1
O 0.35007 7.73126 -0.94108
C -0.70560 7.54480 -1.50085
O -1.22277 6.38499 -1.81569
C -0.52637 5.18496 -1.41538
C -1.37693 4.01035 -1.82399
C -1.54936 8.77640 -1.96804
H -0.51145 5.18062 -0.32459
H 0.48491 5.18326 -1.84917
H -0.80474 3.12135 -1.54599
H -1.60110 3.94802 -2.89020
H -2.32781 3.98855 -1.21675
H -0.89341 9.39451 -2.61687
H -1.83621 9.41785 -1.15989
H -2.41316 8.40837 -2.46545
O 5.39077 4.98805 -0.05084
C 5.14062 4.57752 -1.16688
O 4.54193 3.42059 -1.51579
C 4.16027 2.44607 -0.46475
C 3.73375 1.23404 -1.13390
C 5.59240 5.35064 -2.37666
H 3.30826 2.91122 0.06172
H 5.07503 2.36552 0.10369
H 4.49554 0.75766 -1.78639
H 2.97491 1.68800 -1.80385
H 3.39147 0.51938 -0.39032
H 5.94225 4.61895 -3.09154
H 6.43242 5.97794 -2.03805
H 4.82713 5.92112 -2.89773
O 1.15195 3.72930 0.85595
C 0.82984 4.41458 1.84040
O 1.33488 5.63787 2.06938
C 2.43283 6.10674 1.21791
C 3.47529 6.81784 2.01479
C -0.18065 4.12691 2.85568
H 1.99265 6.77171 0.45285
H 2.82319 5.16069 0.79350
H 3.76858 6.27355 2.93091
H 3.20887 7.83263 2.24728
H 4.34623 6.75154 1.37885
H -0.44495 3.08787 2.93167
H -1.02553 4.73956 2.64146
H 0.29147 4.41177 3.79581
O 0.66870 1.43594 -3.99948
C 0.52712 2.20728 -4.95407
O 1.27939 3.27661 -5.16912
C 2.50309 3.45348 -4.42091
C 3.66201 2.45154 -4.75411
C -0.48656 2.07256 -6.04981
H 2.19369 3.34786 -3.36355
H 2.75397 4.48289 -4.58596
H 3.28118 1.47556 -4.50401
H 4.50217 2.81872 -4.21939
H 3.86789 2.44981 -5.81135
H -1.48125 2.26266 -5.57176
H -0.43950 1.12226 -6.58396
H -0.32727 2.83517 -6.81952
O -4.55703 -0.57421 0.87786
C -3.86507 0.12990 1.56531
O -3.24705 -0.25654 2.69907
C -3.56275 -1.56258 3.09886
C -3.25749 -1.83719 4.53282
C -3.55950 1.60610 1.22494
H -3.12813 -2.31799 2.45209
H -4.62571 -1.72668 2.92209
H -3.87868 -1.34171 5.27125
H -2.17539 -1.65932 4.71863
H -3.28839 -2.95093 4.64860
H -2.93771 1.58028 0.31183
H -2.93597 2.04581 2.00093
H -4.44021 2.23989 1.10204
O 0.55186 -1.41731 -6.28925
C 0.46233 -2.43598 -5.65338
O 1.29718 -2.63104 -4.63655
C 2.16133 -1.62549 -4.11461
C 2.94539 -2.21237 -2.89907
C -0.64594 -3.42719 -5.78279
H 1.57397 -0.70712 -3.83450
H 2.86999 -1.29097 -4.91668
H 3.37640 -1.31292 -2.45674
H 3.59823 -3.04082 -3.17923
H 2.24434 -2.71297 -2.20638
H -1.47780 -3.03947 -6.39585
H -0.98461 -3.56171 -4.75428
H -0.36328 -4.36515 -6.24644
O -2.49752 0.98315 -2.40619
C -2.70500 0.10755 -3.22137
O -3.82417 -0.21204 -3.87641
C -4.89989 0.72959 -3.85124
C -4.68521 1.75641 -4.96091
C -1.66548 -0.85464 -3.58131
H -4.98272 1.20009 -2.89600
H -5.75986 0.13627 -4.08823
H -3.72383 2.26508 -4.92297
H -5.58472 2.39892 -4.88390
H -4.76602 1.22594 -5.92289
H -0.98112 -0.98680 -2.73942
H -1.06947 -0.49253 -4.42095
H -2.19531 -1.76499 -3.79830
O 3.13449 -0.63042 3.66804
C 3.57217 -0.52143 2.55287
O 4.16493 0.65257 2.08853
C 4.47116 1.72637 3.06980
C 3.29417 2.56171 3.48580
C 3.61360 -1.61034 1.61730
H 5.20180 2.32340 2.49669
H 4.94871 1.21952 3.91075
H 3.68523 3.28715 4.20888
H 2.60231 1.86909 4.00499
H 2.70583 3.01282 2.67699
H 4.61727 -1.62741 1.12130
H 2.90091 -1.50404 0.79640
H 3.25710 -2.53301 2.05723
C 0.61199 1.53886 6.15232
C 0.70022 0.08523 6.56751
O -0.62947 -0.41974 6.85632
C -1.10043 -0.18023 8.06290
O -0.57270 0.51365 8.92922
O -2.25926 -0.80965 8.15592
C -3.14984 -0.56114 9.22592
H 1.53756 2.12772 6.05123
H -0.05013 2.04017 6.85295
H 0.10722 1.56151 5.18756
H 1.26985 -0.08346 7.49286
H 1.09821 -0.55091 5.80184
H -2.77554 -0.87071 10.19813
H -3.96712 -1.23809 9.02198
H -3.55838 0.46312 9.25911
C 0.31719 -3.27239 5.10112
C -0.01955 -4.68722 4.77577
O -0.63094 -4.79857 3.44685
C -1.93377 -5.18707 3.37807
O -2.78447 -5.20416 4.26988
O -2.13944 -5.46351 2.13832
C -3.38059 -5.99399 1.73052
H 0.53843 -3.17594 6.15422
H -0.50328 -2.58917 4.83353
H 1.23002 -2.97625 4.53465
H -0.73739 -5.08271 5.47968
H 0.86479 -5.32296 4.73710
H -3.36965 -6.04015 0.65659
H -4.23596 -5.35521 2.05907
H -3.50254 -6.92412 2.27331
C -2.31722 -3.10701 -0.95470
C -3.75617 -3.45785 -1.19945
O -4.00271 -4.86379 -1.34341
C -3.56568 -5.41097 -2.50623
O -3.01245 -4.82292 -3.40491
O -3.77291 -6.76135 -2.46989
C -3.20015 -7.54568 -3.60226
H -2.30290 -2.02494 -0.77476
H -1.72181 -3.42554 -1.75763
H -1.97451 -3.58400 -0.06539
H -4.05211 -2.89971 -2.12353
H -4.40065 -3.16725 -0.37718
H -3.33275 -8.62229 -3.35372
H -2.14479 -7.28064 -3.68010
H -3.70045 -7.41800 -4.55685
N -0.11338 0.61426 1.88049
C -0.27307 -0.62567 2.33262
C 0.04751 -1.79706 1.65630
C 0.37632 -1.65856 0.34288
C 0.56697 -0.42354 -0.20186
C 0.34097 0.72428 0.65141
H -0.66442 -0.65177 3.32616
H -0.06016 -2.79336 2.13101
H 0.65486 -2.53103 -0.23062
H 0.78676 -0.22488 -1.24217
H 0.52406 1.75416 0.41581
N 2.07227 -7.29039 -1.05255
C 1.28011 -6.41356 -0.35813
C 0.30375 -5.66040 -0.96495
C 0.13715 -5.81382 -2.33542
C 0.99177 -6.56850 -3.03276
C 1.93999 -7.32986 -2.34494
H 1.34019 -6.41652 0.70505
H -0.42060 -5.08954 -0.38515
H -0.66554 -5.28198 -2.89391
H 0.96104 -6.60886 -4.11612
H 2.59388 -7.98357 -2.87788
*
```

Orbital gap ... 9.88 eV
E_tot ... -4106.9676 Eh
F_max ... 0.0595 Eh/bohr
LUMO level ... 0.58 eV
HOMO ... -9.30 eV

---

(3)
This record from OMol25 describes a structure of composition C32H31BMoN7O7S. The level of theory is the ωB97M-V functional and the def2-TZVPD basis.

```
! RIJCOSX wB97M-V def2-TZVPD def2/J DEFGRID3
* xyz -1 3
Mo 0.48722 -0.02032 -0.91300
O 6.65041 0.19729 -0.24128
C 5.32387 0.08773 -0.43539
C 4.61389 -1.06387 -0.11872
C 3.26416 -1.07000 -0.33113
N 2.60943 -0.02347 -0.82319
C 3.29989 1.05749 -1.16572
C 4.65227 1.16710 -0.98864
C 2.41613 2.10312 -1.80266
O 2.87945 3.09970 -2.29542
O 1.17727 1.73155 -1.75265
C 2.34782 -2.22317 -0.01343
O 2.78281 -3.27103 0.40314
O 1.11733 -1.89833 -0.22067
H 6.97763 -0.61120 0.16494
H 5.08156 -1.95556 0.28688
H 5.15131 2.07843 -1.29444
O -1.42745 3.17012 -2.66928
S -1.76839 1.81697 -2.32619
O -1.49465 0.76185 -3.26567
N -1.16379 1.33694 -0.90253
C -1.16641 2.23688 0.20536
C -1.99399 3.34216 0.37710
C -1.89987 4.13268 1.52157
C -0.96636 3.82754 2.49260
C -0.13320 2.72059 2.34620
C 0.94746 2.41919 3.28311
C 1.65102 1.29950 3.16362
C 1.28958 0.24016 2.15468
N 0.54590 0.77389 1.00063
C -0.24242 1.89736 1.21661
C -3.53362 1.81644 -2.09765
C -4.14331 0.78425 -1.39776
C -5.52314 0.78277 -1.25557
C -6.28284 1.80559 -1.81320
C -5.66266 2.83142 -2.51827
C -4.28022 2.84226 -2.66038
H -2.69989 3.61749 -0.39367
H -2.54878 4.99462 1.63231
H -0.85685 4.45842 3.36986
H 1.18105 3.14839 4.05556
H 2.47031 1.07730 3.84265
H 2.22202 -0.18700 1.77802
H -3.53561 -0.00604 -0.97145
H -6.00677 -0.01869 -0.70712
H -7.36222 1.80606 -1.69530
H -6.25537 3.62929 -2.95341
H -3.76786 3.63924 -3.18773
B -1.20919 -2.78223 -2.69030
N -1.58698 -2.41473 -1.21364
C -2.49771 -3.08129 -0.49993
C -2.80108 -2.35204 0.64322
C -2.00108 -1.21875 0.54825
N -1.27800 -1.26612 -0.57522
N 0.20280 -2.24653 -3.10897
C 0.90380 -2.78254 -4.11243
C 1.87746 -1.88403 -4.51990
C 1.69546 -0.78840 -3.68395
N 0.68674 -1.01292 -2.82952
H -1.18284 -3.99415 -2.77541
H -2.03707 -2.28607 -3.42971
H -2.89104 -4.01878 -0.86369
H -3.49078 -2.61094 1.43191
H -1.90685 -0.37911 1.22034
H 0.64595 -3.76132 -4.48626
H 2.59960 -2.00253 -5.31207
H 2.22317 0.15114 -3.66753
C 2.65621 -2.00488 3.66251
C 1.24011 -1.55712 4.02449
C 0.41779 -2.74992 4.50526
C 0.51004 -0.88270 2.85937
H 3.12748 -2.49839 4.51795
H 3.29344 -1.16283 3.37467
H 2.63822 -2.71612 2.82897
H 1.30643 -0.83910 4.84923
H 0.35475 -3.50238 3.71140
H -0.60252 -2.44781 4.76315
H 0.86871 -3.21860 5.38583
H -0.41620 -0.43851 3.24416
H 0.22910 -1.63341 2.11454
*
```

Orbital gap (spin up / spin down) ... 6.02 / 6.36 eV
E_tot ... -2639.5114 Eh
F_max ... 0.0242 Eh/bohr
LUMO level (spin up / spin down) ... 2.06 / 1.93 eV
Expectation value of S² ... 2.015
HOMO (spin up / spin down) ... -3.95 / -4.43 eV
Energy above the lowest of the compared OMol25 structures with the same formula, charge and spin ... 0.000 eV

---

(4)
This record from OMol25 describes an isolated molecule of C4H10O. The level of theory is the ωB97M-V functional and the def2-TZVPD basis.

```
! RIJCOSX wB97M-V def2-TZVPD def2/J DEFGRID3
* xyz 0 1
C -2.22683 0.32539 0.53664
C -1.13878 -0.33537 -0.30502
C 0.25314 0.13311 0.08091
O 1.18318 -0.39370 -0.83512
C 2.51099 -0.21446 -0.41702
H -2.22333 1.41356 0.40195
H -3.21869 -0.04282 0.25562
H -2.08618 0.12155 1.60472
H -1.29965 -0.12007 -1.36774
H -1.17806 -1.42523 -0.19442
H 0.48829 -0.19516 1.10894
H 0.30995 1.23677 0.07540
H 3.15425 -0.34074 -1.29138
H 2.67484 0.79151 -0.00008
H 2.79688 -0.95434 0.34661
*
```

Orbital gap ... 10.95 eV
E_tot ... -233.6196 Eh
F_max ... 0.0061 Eh/bohr
LUMO level ... 1.17 eV
HOMO ... -9.78 eV
Energy above the lowest of the compared OMol25 structures with the same formula, charge and spin ... 0.689 eV